{"formula": "C7H13N", "method": "ωB97M-V/def2-TZVPD", "species": ["C", "C", "C", "C", "C", "C", "C", "N", "H", "H", "H", "H", "H", "H", "H", "H", "H", "H", "H", "H", "H"], "coordinates": [[-1.066, -0.517, -1.006], [-0.493, -1.195, 0.253], [0.265, -0.221, 1.183], [-0.274, -0.062, 2.427], [1.638, 0.457, 0.775], [1.151, 1.479, -0.174], [1.517, 1.554, -1.481], [-2.306, -1.213, -1.601], [-1.096, 0.588, -0.990], [-0.327, -0.826, -1.851], [0.290, -1.960, -0.207], [-1.204, -1.775, 0.926], [-1.304, -0.475, 2.480], [0.184, 0.631, 3.197], [2.211, 0.881, 1.622], [2.163, -0.326, 0.281], [0.455, 2.203, 0.250], [2.357, 0.988, -1.885], [1.317, 2.307, -2.206], [-3.100, -0.667, -1.144], [-2.231, -2.044, -1.125]], "atomic_forces_ev_per_a": [[-0.1, -1.1, -4.2], [2.7, -1.2, 1.2], [1.8, -0.8, -1.9], [-1.2, 1.6, 1.0], [-2.1, -1.0, 1.1], [-0.1, 1.0, -1.4], [1.3, -0.4, 0.9], [0.2, 5.2, 2.0], [-0.5, -0.8, 0.2], [-0.6, 1.2, 1.5], [-1.5, 1.3, 1.4], [0.5, 0.8, -1.2], [0.9, 0.3, 1.0], [-0.7, -1.2, -0.8], [-0.5, -0.4, -0.3], [0.9, -0.4, -0.5], [0.1, 0.0, -0.3], [-0.3, -0.7, 0.4], [-1.1, 0.8, 0.1], [0.8, -1.3, -1.1], [-0.6, -3.0, 0.8]], "fmax_ev_per_a": 5.56, "relative_energy_kcal_mol": 86.2, "e_homo_ev": [-14.04, -13.46], "energy_ha": -328.8309, "lumo_energy_ev": [-4.1, -8.7], "total_charge": 1, "multiplicity": 2, "gap_ev": [9.974, 4.715]}

***

{"formula": "C3H6N2O3", "method": "ωB97M-V/def2-TZVPD", "species": ["O", "N", "C", "N", "O", "C", "C", "O", "H", "H", "H", "H", "H", "H"], "coordinates": [[-1.106, -2.857, 0.418], [-0.835, -1.779, 1.273], [-0.422, -0.721, 0.650], [-0.150, 0.397, 1.433], [-0.528, 1.567, 0.672], [0.480, 1.595, -0.378], [0.581, 0.345, -1.182], [-0.333, -0.650, -0.693], [-0.458, -2.821, -0.321], [-0.678, 0.426, 2.363], [1.445, 1.886, 0.097], [0.102, 2.339, -1.074], [1.580, -0.201, -1.027], [0.322, 0.476, -2.230]], "atomic_forces_ev_per_a": [[0.7, -0.2, -0.4], [0.3, 1.2, -1.1], [-1.8, -2.0, 1.3], [-0.3, 1.1, 1.0], [1.0, -1.0, -0.7], [-0.4, 2.0, 1.0], [1.5, -2.7, 0.7], [-0.3, 0.2, 0.6], [-0.6, 0.0, 0.5], [0.9, -0.3, -2.0], [-0.6, -0.1, -0.5], [0.2, 0.6, 0.3], [-1.0, 1.3, -0.8], [0.2, 0.0, 0.1]], "fmax_ev_per_a": 3.19, "relative_energy_kcal_mol": 133.1, "e_homo_ev": -8.65, "energy_ha": -452.9889, "lumo_energy_ev": 0.6, "total_charge": 0, "smiles": "O/N=C1/NOCCO1", "multiplicity": 1, "gap_ev": 9.301}

***

{"formula": "C3H7N2O4", "method": "ωB97M-V/def2-TZVPD", "species": ["C", "C", "C", "N", "N", "O", "O", "O", "O", "H", "H", "H", "H", "H", "H", "H"], "coordinates": [[2.519, -0.123, 0.782], [1.276, -0.915, 0.399], [-0.981, -0.380, -0.078], [-1.910, 0.527, 0.215], [-3.191, 0.353, 0.057], [-3.706, -0.757, 0.182], [-3.868, 1.367, -0.112], [-0.955, -1.198, -0.975], [0.127, -0.165, 0.725], [2.470, 0.149, 1.834], [3.410, -0.722, 0.606], [2.578, 0.790, 0.194], [1.252, -1.871, 0.943], [1.267, -1.140, -0.676], [-0.154, 1.854, -1.705], [-0.135, 2.230, -2.389]], "atomic_forces_ev_per_a": [[-0.5, -0.1, 0.0], [0.3, -0.3, -0.3], [-0.4, -0.3, -0.4], [1.1, 1.5, 0.9], [-0.2, -0.4, -0.1], [-0.3, -0.6, -0.1], [-0.4, 0.4, -0.2], [0.1, -0.5, -0.1], [-0.1, 0.2, 0.1], [0.1, 0.1, 0.1], [0.1, 0.0, 0.0], [0.0, 0.1, 0.0], [0.0, 0.1, -0.1], [0.0, 0.0, 0.3], [0.0, 0.6, -1.0], [0.0, -0.6, 1.0]], "fmax_ev_per_a": 2.06, "relative_energy_kcal_mol": 95.3, "e_homo_ev": -4.85, "energy_ha": -528.9153, "lumo_energy_ev": 3.6, "total_charge": -1, "multiplicity": 1, "gap_ev": 8.460}

***

{"formula": "CCl2NO2", "method": "ωB97M-V/def2-TZVPD", "species": ["C", "N", "O", "O", "Cl", "Cl"], "coordinates": [[-1.466, -0.211, 0.133], [2.589, 0.804, -0.398], [-1.345, -1.134, 0.811], [-1.853, 0.554, -0.635], [3.264, -0.739, -0.128], [1.100, 0.914, 0.498]], "atomic_forces_ev_per_a": [[-0.7, -0.8, -0.5], [0.2, 1.2, -0.7], [0.7, -0.7, 1.2], [-0.1, 1.5, -0.7], [0.5, -1.2, 0.2], [-0.6, 0.1, 0.6]], "fmax_ev_per_a": 1.65, "relative_energy_kcal_mol": 13.4, "e_homo_ev": -2.30, "energy_ha": -1163.7184, "lumo_energy_ev": 3.4, "total_charge": -1, "multiplicity": 1, "gap_ev": 5.719}

***

{"formula": "C3H7NO", "method": "ωB97M-V/def2-TZVPD", "species": ["C", "N", "C", "C", "O", "H", "H", "H", "H", "H", "H", "H"], "coordinates": [[1.659, 0.474, -0.513], [0.680, -0.378, 0.160], [-0.640, 0.223, 0.046], [-1.720, -0.563, 0.606], [-2.962, -0.476, 0.305], [2.714, -0.024, -0.668], [1.377, 0.769, -1.545], [1.671, 1.344, 0.179], [0.503, -1.406, -0.109], [-0.894, 0.908, -0.759], [-1.162, 0.513, 1.113], [-1.226, -1.386, 1.184]], "atomic_forces_ev_per_a": [[1.6, -0.8, -0.2], [-2.3, -1.4, -0.7], [-0.3, -1.1, 1.1], [-3.4, -2.5, -3.3], [3.5, -0.2, 1.5], [-2.1, 0.9, 0.9], [-0.1, 0.1, 0.5], [0.7, -0.3, -0.9], [1.3, 2.2, 0.0], [0.1, 0.2, 0.3], [1.8, 2.4, 0.3], [-0.9, 0.3, 0.5]], "fmax_ev_per_a": 5.34, "relative_energy_kcal_mol": 91.1, "e_homo_ev": -9.00, "energy_ha": -248.3813, "lumo_energy_ev": 0.8, "total_charge": 0, "multiplicity": 1, "gap_ev": 9.840}

***

Question: Number 2 is which compound?
Answer: C3H6N2O3